Computed, not measured: a 13-piece molecular cluster, C68H142F15N8O14 overall at a distorted geometry, with ωB97M-V/def2-TZVPD.

XYZ file:
```
247
Properties=species:S:1:pos:R:3:mulliken_charge:R:1
F -0.5996 0.3037 8.9365 -0.31
F -0.5491 -0.7603 7.0588 -0.22
F 2.0102 2.5410 0.7157 0.00
F 0.5708 6.2834 -7.4556 -0.25
F -3.7738 -4.2525 -1.6801 -0.25
F 0.9283 0.7470 7.4280 -0.28
F 3.6059 3.8424 1.4862 -0.31
F 0.3493 -1.3505 -2.2189 -0.10
F 1.2534 -2.8773 -3.4998 -0.27
F -1.3318 7.1919 -7.8117 -0.34
F -5.3780 -5.0617 -0.4144 -0.32
F 3.4305 3.6426 -0.6404 -0.20
F 2.1599 -0.9184 -3.3705 -0.21
F -4.1070 -3.3610 0.2792 -0.23
F -1.2090 5.0636 -7.8468 -0.21
O -1.1210 4.0415 0.7030 -0.54
O 1.9080 -1.7068 7.4597 -0.26
O 2.8316 -1.2194 -0.7672 0.22
O -3.5549 -0.1336 3.9700 -0.60
O 1.1211 4.6627 -0.8674 0.38
O -1.8753 -4.8593 0.2454 0.33
O 1.7447 -3.2342 -0.6555 -0.35
O 3.9620 1.3284 11.5448 -0.38
O 2.0164 -0.7052 9.6104 -0.47
O -3.0939 -6.7519 -0.3707 -0.23
O -2.2465 5.5225 -5.3864 -0.33
O 0.9511 -7.9845 4.4598 -0.61
O 0.0508 4.9667 -5.2415 -0.56
O 2.5338 6.1124 0.0442 -0.02
N 2.7089 7.1171 -3.8651 0.63
N -5.1300 0.6296 5.4334 -0.20
N -1.4816 0.9611 -6.8695 1.07
N 0.8921 -9.5160 6.1102 -0.20
N 1.7151 -6.7570 -1.3179 0.97
N -3.0408 3.5777 1.8477 -0.06
N -0.2821 -0.9185 1.6803 1.48
N 1.7168 1.5009 12.2423 -0.09
C -1.8664 1.0320 -8.2534 -1.14
C 2.8693 5.6338 -3.7042 -0.37
C -0.8461 -7.7462 5.9990 -0.91
C 4.2377 3.5892 -4.3824 -0.88
C 2.9474 -2.6552 7.7023 -0.32
C -5.6534 2.1185 -4.9649 -1.37
C -0.8281 5.8948 -5.6481 0.40
C 3.2289 -8.0399 0.0558 -0.83
C -2.5533 -0.1300 0.8142 1.17
C 3.8238 5.0145 -4.7978 -0.55
C -3.6742 6.2309 -3.4540 -1.64
C 0.4091 -8.4248 5.4724 0.60
C -0.9985 -0.0462 0.7806 -0.76
C -3.1505 -0.1583 -1.7543 -1.05
C 3.8499 7.8572 -3.3325 -0.78
C 3.1564 6.7298 1.1927 -0.32
C 0.2441 -0.2417 7.9736 0.97
C 0.0290 1.0709 -6.7522 -0.51
C -3.5000 2.3302 -6.3269 -0.68
C -2.3760 4.1451 0.7974 0.24
C -4.4326 0.0844 6.6298 -0.85
C -3.1162 -5.4696 0.2599 -0.72
C 2.9552 2.6957 -4.1953 -0.12
C 2.4181 7.4689 -5.3046 -0.43
C 2.2178 -9.9341 5.5277 -0.69
C 2.9727 8.2011 1.0455 -1.20
C 2.9278 -5.8872 -1.0259 0.72
C -5.7161 0.6334 3.1325 -0.75
C -3.2085 4.6830 -0.2940 -0.94
C -4.9362 -8.1497 0.1770 -0.92
C 2.7470 3.6980 0.5368 0.76
C -4.6741 0.4201 4.1733 0.57
C 1.8179 -1.8655 2.3964 -0.04
C -2.0466 2.1439 -6.1180 -0.63
C 1.7891 4.9591 0.3184 -0.84
C 0.6684 -6.4616 -0.3492 -0.80
C -2.3097 3.1388 3.0688 -0.45
C 2.3875 -2.3618 -1.4651 -1.51
C -2.5227 5.3358 -3.9852 1.26
C 0.5460 -0.2607 -6.2482 -0.64
C -0.1540 -7.0711 -2.8945 -0.03
C -3.4994 -7.9068 0.4975 -0.29
C 1.5411 -1.8595 -2.6425 0.60
C 0.8204 -3.0623 2.1416 -0.73
C -4.4695 1.4316 -5.5731 0.32
C 3.8620 -6.6294 -0.0485 -0.73
C 1.4193 7.6128 -3.1518 0.18
C -0.7133 -0.5869 3.1715 -1.01
C 3.1047 2.1300 11.7453 0.76
C 3.1994 3.6150 11.6508 -1.23
C 2.2659 -8.1074 -1.1937 -0.52
C -0.4741 -6.9771 -4.3669 -0.89
C -4.1440 -4.5245 -0.4046 0.89
C 1.2710 -0.7183 1.5898 -0.14
C -3.2847 0.5076 -0.4374 -0.37
C 1.5996 8.7568 -5.3625 -0.76
C -0.7184 6.1244 -7.1741 0.48
C 0.4695 2.3075 11.8306 -0.61
C 3.0015 -3.6097 6.5668 -0.99
C -0.6953 -5.5356 -4.8492 -0.96
C 1.1878 -1.2773 8.5647 -0.41
C 4.2471 -1.1773 -0.5422 -0.48
C 0.9777 8.8704 -3.9502 -0.77
C 1.1690 -6.4078 -2.6365 -0.41
C -0.3705 -2.4244 1.3684 0.02
C -1.8615 -0.4455 -6.2625 -0.93
C -0.6507 -0.6962 -5.3444 0.33
C 4.7046 0.2627 -0.0852 -1.01
H 3.0013 -3.1131 5.6191 0.13
H -0.5740 6.8651 -5.1914 -0.18
H -4.5452 -1.0304 6.6541 0.27
H -3.5666 3.3943 -5.9873 0.26
H -1.8688 1.8716 -5.0926 0.21
H -2.9370 0.7311 -8.4844 0.28
H 1.8021 6.6691 -5.6597 -0.17
H -0.9976 -6.5722 -2.3332 0.06
H -2.1325 -0.1117 -2.1523 0.20
H -1.5552 1.9551 -8.7150 0.26
H -6.1004 0.9058 5.6763 0.30
H 4.7384 7.4994 -3.8764 0.35
H -0.2214 -7.0191 -0.6149 0.31
H -5.1850 0.8098 2.1582 -0.11
H -4.6428 0.5782 -6.2308 0.43
H 1.0575 -5.3184 -2.6535 -0.30
H -1.5691 -4.8179 -0.6963 0.01
H 3.3452 -2.7143 -2.0128 0.25
H 2.7094 6.2784 2.0750 0.36
H 2.2483 9.6101 -5.5016 0.36
H 1.7728 0.6733 11.6173 0.27
H 1.4499 0.2789 2.0317 0.25
H -1.7982 -0.3182 3.2402 0.01
H 0.2002 -4.9166 -4.6511 0.18
H 1.8466 5.2170 -3.7365 0.03
H -1.2003 0.3420 -8.7488 0.56
H -0.2037 -2.4937 0.2617 -0.45
H 4.8323 3.0565 -5.1618 0.53
H 2.8733 8.5517 0.0502 0.20
H 0.3224 4.1730 -0.6143 0.00
H 1.9674 3.1007 -4.4032 -0.14
H 1.7741 1.2775 13.2024 0.35
H 0.4846 -3.4347 3.0776 1.07
H -0.8429 -5.5103 -5.9147 0.52
H 4.8583 -6.6972 -0.5241 0.35
H 4.7714 0.8389 -1.0124 0.22
H -1.2604 -2.8840 1.7392 0.74
H 1.2658 9.8097 -3.5093 0.39
H 1.5016 -0.1339 -5.7135 0.22
H -3.8343 2.5282 -7.3663 0.54
H 2.6099 -4.9510 -0.7072 -1.06
H -1.5486 -5.0818 -4.3670 0.25
H 0.6658 -0.8815 -7.1199 0.46
H -0.1508 -8.1283 -2.5355 0.33
H 4.1933 6.3977 1.1774 0.33
H -1.6618 5.5329 -3.3600 -0.14
H 3.8348 8.7159 1.4739 0.37
H 1.4563 -8.8463 -1.0869 0.33
H 1.4487 -3.7567 1.5865 -0.49
H 2.5500 -10.6630 6.1988 0.35
H 0.7274 6.8108 -3.1859 -0.06
H -3.4989 -5.4299 1.2999 0.28
H 3.4067 -5.8526 -1.9868 0.70
H -5.4466 -8.6538 0.9476 0.40
H 3.3275 7.5713 -5.8491 0.65
H -5.8635 1.6408 -4.0142 0.42
H -4.4024 6.4422 -4.2563 0.49
H 2.8227 -8.3133 -2.1108 0.44
H -2.9760 0.2683 1.7763 -0.93
H 0.8506 8.7544 -6.1258 0.40
H 1.0242 -6.8053 0.6012 0.58
H 3.3222 4.8854 -5.7561 0.25
H 3.9969 -8.8530 0.0210 0.43
H -5.2786 3.1127 -4.6331 0.22
H -3.6088 -1.1707 -1.7548 0.06
H -3.4021 -7.6561 1.5516 0.32
H 1.5901 -0.7986 0.5429 -0.26
H -0.7158 0.9986 0.9556 0.85
H -0.6379 0.0005 -4.4967 -0.23
H -0.7308 -0.2001 -0.2782 -0.56
H 2.0750 -4.1914 6.6368 0.27
H -1.4857 3.0082 -6.4368 0.29
H 0.4369 1.3946 -7.7314 0.36
H -1.7774 -1.2229 -7.0700 0.37
H -2.8476 -0.2427 -5.7795 0.20
H 4.7616 -1.6130 -1.5267 0.32
H 4.8130 3.5576 -3.4144 0.29
H 0.2391 1.8516 -6.0461 0.05
H -6.4134 2.2350 -5.6580 0.37
H 1.8202 -6.8523 -3.4479 0.51
H -4.3019 0.7881 -0.2755 0.73
H -3.2878 7.2231 -3.2023 0.30
H 4.2282 3.9495 11.6585 0.35
H -0.4905 -1.4635 3.7508 0.51
H 2.6477 -3.2260 8.6064 0.34
H -0.1340 8.8974 -4.0306 0.30
H 0.7098 3.4038 11.8607 0.29
H 2.6207 4.1380 12.4076 0.40
H -4.1283 5.1248 0.0403 0.47
H 3.0740 1.7500 -4.7947 0.17
H -4.7890 0.5614 7.5505 0.36
H -4.2090 5.6827 -2.6222 0.32
H 3.8083 -2.0655 8.0130 0.33
H 2.5948 -8.0760 0.9123 0.36
H 0.5919 -9.9882 6.9579 0.24
H -5.1068 -8.5686 -0.8307 0.28
H 3.7242 8.9115 -3.5043 0.43
H 1.1736 5.0930 1.2500 0.33
H -1.0700 -7.8948 7.0337 0.38
H 4.7508 5.5645 -4.8358 0.44
H 0.7776 -2.1073 9.1016 0.54
H -4.0283 3.7721 1.9034 0.27
H -2.7837 3.6698 3.8743 0.50
H -1.2509 3.4748 2.9438 0.14
H 3.9605 -4.1334 6.5927 0.39
H 2.9032 2.3315 -3.2020 0.12
H 1.8233 -1.5777 3.5081 -0.21
H -2.5830 5.4125 -0.8876 0.14
H 2.0507 8.5146 1.5869 0.31
H -5.3684 -7.1256 0.0736 0.12
H 3.8437 -6.0846 0.9003 0.36
H 0.2735 2.0243 10.7956 0.22
H 0.0002 0.0826 3.6132 0.23
H 4.0485 0.5804 0.6742 0.16
H -0.7959 -6.6488 5.8128 0.19
H -2.9378 -8.7926 0.2776 0.34
H 4.0084 7.6580 -2.2816 0.07
H 1.7422 7.8257 -2.1560 0.04
H -1.7483 -8.0789 5.4083 0.23
H -6.3282 1.5089 3.3979 0.43
H 2.7731 -2.3127 2.0681 0.50
H 2.8062 3.8271 10.6262 0.34
H 2.1450 -10.1518 4.4946 0.21
H -3.4625 3.8726 -0.9430 0.31
H -0.3751 1.8769 12.4500 0.34
H 2.6910 -0.1750 9.1235 0.31
H 4.3709 -1.9541 0.2439 0.29
H 3.2266 5.4370 -2.7132 0.26
H 0.4432 -5.3988 -0.3378 -0.29
H -6.1597 -0.3285 3.0353 0.32
H -2.8610 1.5244 -0.6450 -0.28
H 0.4173 -7.4350 -4.8736 0.34
H 2.9161 -9.0400 5.5500 0.21
H -3.6880 0.4151 -2.4631 0.27
H 5.7813 0.1164 0.2275 0.41
H -3.4075 0.2836 6.6282 0.22
H -1.3607 -7.6078 -4.4853 0.38
H -2.9524 -1.1091 0.7922 0.07
H -0.6456 -1.7293 -5.0165 0.43
H -2.8607 4.2343 -3.9335 -0.36
H -2.4179 2.0117 3.1922 -0.10
H -4.0325 1.0406 -4.6640 -0.50
```

Computed properties:
Multiplicity: 1
Net charge: +3
Calculated total energy in a.u.: -5664.6055
Orbital gap in eV: 5.8300
HOMO energy in eV: -11.6
Lowest unoccupied orbital energy in eV: -5.742